ORCA calculation (ωB97M-V with the def2-TZVPD basis set) on C4H11NO2S in the gas phase in a non-equilibrium geometry.

```
19
C4H11NO2S, DFT ωB97M-V with the def2-TZVPD basis set
C -0.920 2.020 0.199
N -1.180 0.654 -0.348
C -1.552 -0.451 0.536
C 0.372 0.132 -1.043
S 1.731 0.315 0.105
C 2.584 -1.298 0.046
O 2.657 1.300 -0.399
O 1.139 0.455 1.406
H -0.115 2.048 1.007
H -0.742 2.507 -0.731
H -1.877 2.342 0.825
H -2.671 -0.344 0.626
H -1.536 -1.372 0.005
H -1.076 -0.491 1.560
H 0.611 0.660 -1.966
H 0.140 -0.875 -1.060
H 3.608 -1.289 -0.195
H 2.588 -1.744 1.074
H 2.038 -1.842 -0.709
```

ΔE to the lowest compared entry with this formula, charge and spin in eV: 3.8661
HOMO-LUMO gap in eV: 9.62
SMILES: CN(C)CS(C)(=O)=O

=====

ORCA calculation (ωB97M-V with the def2-TZVPD basis set) on 2 unconnected molecules or ions with the total composition C4H11NO2S in a non-equilibrium geometry.

```
19
C4H11NO2S, DFT ωB97M-V with the def2-TZVPD basis set
O 2.052 0.089 0.001
C 1.623 -1.338 0.356
C 0.160 -1.274 0.354
C -0.610 -0.899 -0.881
C -1.104 0.543 -0.891
S -1.637 0.850 -2.611
N -0.453 -0.741 1.536
H 2.037 -1.422 1.405
H 2.149 -1.955 -0.393
H 0.096 -1.095 -1.701
H -1.489 -1.559 -1.097
H -0.375 1.312 -0.548
H -2.020 0.622 -0.279
H -2.093 2.056 -2.686
H 0.005 -1.111 2.418
H -0.395 0.337 1.486
H 1.369 0.610 0.521
H 0.469 2.908 1.689
O 0.215 2.066 1.319
```

ΔE to the lowest compared entry with this formula, charge and spin in eV: 5.2465
HOMO-LUMO gap in eV: 5.74

=====

ORCA calculation (ωB97M-V with the def2-TZVPD basis set) on 2 unconnected molecules or ions with the total composition C4H11NO2S in a non-equilibrium geometry.

```
19
C4H11NO2S, DFT ωB97M-V with the def2-TZVPD basis set
C 4.682 -0.598 -2.350
N 3.910 -0.078 -1.120
C 3.155 1.034 -1.057
O 3.057 1.827 -2.038
C 2.413 1.357 0.249
S 1.558 -0.100 0.978
C 0.000 0.000 0.000
H 4.208 -1.455 -2.858
H 5.684 -0.904 -2.005
H 4.797 0.223 -3.078
H 3.771 -0.660 -0.289
H 1.596 2.103 0.197
H 3.231 1.798 0.851
H 0.403 0.079 -1.024
H -0.559 0.923 0.230
H -0.698 -0.853 0.039
O 2.625 -3.567 1.833
H 3.533 -3.731 1.490
H 2.522 -2.589 1.804
```

ΔE to the lowest compared entry with this formula, charge and spin in eV: 0.8790
HOMO-LUMO gap in eV: 9.47
SMILES: CNC(=O)CSC.O

=====

ORCA calculation (ωB97M-V with the def2-TZVPD basis set) on 2 unconnected molecules or ions with the total composition C4H11NO2S in a non-equilibrium geometry.

```
19
C4H11NO2S, DFT ωB97M-V with the def2-TZVPD basis set
N 2.156 0.519 -0.737
C 1.156 -0.356 -1.093
O 1.375 -1.543 -1.174
C -0.279 0.212 -1.371
C -1.142 0.602 -0.163
C -1.301 -0.743 0.594
S -2.545 -1.939 -0.109
H 3.061 0.063 -0.633
H 2.188 1.499 -0.896
H -0.141 1.080 -2.048
H -0.725 -0.598 -1.939
H -0.541 1.251 0.517
H -2.063 1.146 -0.381
H -0.404 -1.374 0.603
H -1.673 -0.439 1.581
H -3.436 -1.016 -0.402
O 1.300 0.811 2.751
H 1.301 0.801 1.788
H 1.713 0.025 3.112
```

ΔE to the lowest compared entry with this formula, charge and spin in eV: 0.4233
HOMO-LUMO gap in eV: 9.58
SMILES: NC(=O)CCCS.O

=====

ORCA calculation (ωB97M-V with the def2-TZVPD basis set) on 4 unconnected molecules or ions with the total composition C4H11NO3 in a non-equilibrium geometry.

```
19
C4H11NO3, DFT ωB97M-V with the def2-TZVPD basis set
C -0.748 -0.501 -0.816
C -1.111 -1.834 -0.828
N 0.010 -2.647 -0.825
C 1.081 -1.821 -1.196
C 0.659 -0.527 -1.182
H -1.418 0.292 -0.535
H -2.103 -2.260 -0.857
H -0.072 -3.478 -1.399
H 2.077 -2.211 -1.310
H 1.238 0.165 -1.785
H 1.204 2.921 2.299
H 0.617 1.629 1.649
O 0.946 2.551 1.451
H -2.114 3.189 0.814
H -0.749 2.885 0.413
O -1.610 3.087 0.000
H 1.569 -0.475 2.110
H 0.497 -0.404 0.998
O 0.683 -0.141 1.924
```

Multiplicity: 2
ΔE to the lowest compared entry with this formula, charge and spin in eV: 0.9079
<S²>: 0.750
HOMO-LUMO gap (spin up / spin down) in eV: 2.42 / 8.76
Charge: -1

=====

ORCA calculation (ωB97M-V with the def2-TZVPD basis set) on 2 unconnected molecules or ions with the total composition C4H11NO3 in a non-equilibrium geometry.

```
19
C4H11NO3, DFT ωB97M-V with the def2-TZVPD basis set
C 0.665 1.570 -0.799
C 1.056 0.313 0.118
C 2.336 0.822 0.649
O 3.444 0.332 0.523
N 0.005 -0.136 1.034
C -0.422 -1.618 0.660
O -1.768 -1.823 0.820
H -0.424 1.518 -1.105
H 0.903 2.486 -0.217
H 1.192 1.784 -1.757
H 1.414 -0.612 -0.583
H 2.150 1.632 1.237
H -0.785 0.418 0.912
H -0.213 -1.719 -0.491
H 0.035 -2.327 1.337
H -2.342 -1.397 1.557
O -2.626 -0.104 -1.269
H -2.430 -0.613 -2.085
H -2.189 -0.525 -0.542
```

ΔE to the lowest compared entry with this formula, charge and spin in eV: 3.7170
HOMO-LUMO gap in eV: 10.12
SMILES: C[C@@H](C=O)NCO.O

=====

ORCA calculation (ωB97M-V with the def2-TZVPD basis set) on 4 unconnected molecules or ions with the total composition C4H11NO3 in a non-equilibrium geometry.

```
19
C4H11NO3, DFT ωB97M-V with the def2-TZVPD basis set
C -0.397 -1.921 -0.060
C -0.798 -2.366 -1.350
C -1.396 -1.309 -1.960
N -1.403 -0.235 -1.085
C -0.753 -0.601 0.075
H 0.106 -2.554 0.654
H -0.784 -3.409 -1.615
H -1.768 -1.073 -2.944
H -1.372 0.715 -1.426
H -0.655 0.044 0.926
O 1.380 0.845 2.208
H 2.238 0.812 2.632
H 0.794 0.549 2.924
O -0.337 3.455 1.065
H -1.255 3.228 1.201
H 0.121 2.987 1.754
O 2.449 0.256 -0.400
H 1.712 0.613 0.146
H 3.271 0.164 0.010
```

ΔE to the lowest compared entry with this formula, charge and spin in eV: 1.8402
HOMO-LUMO gap in eV: 8.31
SMILES: c1cc[nH]c1.O.O.O

=====

ORCA calculation (ωB97M-V with the def2-TZVPD basis set) on 2 unconnected molecules or ions with the total composition C4H11NO3 in a non-equilibrium geometry.

```
19
C4H11NO3, DFT ωB97M-V with the def2-TZVPD basis set
C -0.875 0.908 -0.645
N -0.055 0.712 0.538
C 0.286 -0.706 0.910
C 1.227 -1.368 -0.104
C -0.956 -1.592 1.033
O -2.053 -1.382 0.599
O -0.669 -2.646 1.822
H -1.880 0.631 -0.344
H -0.716 0.252 -1.511
H -0.808 1.950 -0.930
H 0.890 1.052 0.395
H 0.704 -0.575 1.900
H 1.202 -0.975 -1.120
H 2.279 -1.441 0.173
H 0.940 -2.420 -0.216
H -1.424 -3.232 1.859
O 0.868 3.852 -1.638
H 0.487 3.043 -1.984
H 0.554 3.936 -0.736
```

ΔE to the lowest compared entry with this formula, charge and spin in eV: 1.4750
HOMO-LUMO gap in eV: 9.94
SMILES: CN[C@H](C)C(=O)O.O

=====

ORCA calculation (ωB97M-V with the def2-TZVPD basis set) on 2 unconnected molecules or ions with the total composition C4H11NO3 in a non-equilibrium geometry.

```
19
C4H11NO3, DFT ωB97M-V with the def2-TZVPD basis set
O -0.216 -2.350 1.289
C -0.576 -1.490 2.148
N -0.408 -0.169 1.992
C 0.311 0.356 0.824
C -0.615 1.019 -0.237
C 0.067 1.621 -1.476
O -1.360 0.025 -0.798
H -1.160 -1.800 3.047
H -0.565 0.478 2.768
H 0.921 -0.496 0.427
H 1.001 1.162 1.074
H -1.277 1.777 0.182
H 1.194 1.590 -1.407
H -0.088 2.684 -1.620
H -0.428 1.241 -2.383
H -1.586 -0.662 -0.217
H 1.117 -1.123 -2.251
H 1.861 -2.136 -1.219
O 1.806 -1.727 -2.144
```

Multiplicity: 2
ΔE to the lowest compared entry with this formula, charge and spin in eV: 2.7321
<S²>: 0.768
HOMO-LUMO gap (spin up / spin down) in eV: 10.72 / 4.68
Charge: +1

=====

ORCA calculation (ωB97M-V with the def2-TZVPD basis set) on 2 unconnected molecules or ions with the total composition C4H11NO3Si in a non-equilibrium geometry.

```
20
C4H11NO3Si, DFT ωB97M-V with the def2-TZVPD basis set
C 1.413 -2.056 0.762
C 1.638 2.208 -0.583
C -1.052 -1.505 -1.971
C -1.734 1.386 1.901
N 1.037 -2.850 1.605
O 0.350 1.819 -0.180
O -0.991 -0.104 -1.721
O -1.773 0.643 0.741
Si -0.457 0.466 -0.230
H 2.137 -2.140 -0.029
H 1.751 3.289 -0.610
H 1.817 1.846 -1.726
H 2.391 1.719 -0.053
H -0.045 -1.827 -2.111
H -1.588 -1.694 -2.827
H -1.438 -2.036 -1.156
H -1.204 2.375 1.669
H -0.932 0.922 2.564
H -2.665 1.428 2.269
H 1.347 -3.886 1.686
```

Multiplicity: 3
<S²>: 2.006
HOMO-LUMO gap (spin up / spin down) in eV: 7.10 / 9.28

=====

ORCA calculation (ωB97M-V with the def2-TZVPD basis set) on 2 unconnected molecules or ions with the total composition C4H11NO4S in a non-equilibrium geometry.

```
21
C4H11NO4S, DFT ωB97M-V with the def2-TZVPD basis set
C 1.648 0.292 -0.240
S 1.762 -0.262 -1.895
O 3.057 -0.280 -2.554
O 0.664 0.543 -2.707
O 1.186 -1.734 -2.012
H 1.804 1.299 -0.275
H 2.453 -0.356 0.183
H -0.307 0.666 -2.244
H 0.407 -1.791 -2.575
C -0.549 0.644 2.395
N -1.140 0.247 1.097
C -1.553 -1.104 0.965
C -1.016 1.090 0.019
O -1.283 0.756 -1.144
H -0.236 1.621 2.492
H -1.260 0.280 3.078
H 0.335 -0.019 2.620
H -2.321 -1.075 0.165
H -0.769 -1.670 0.517
H -1.961 -1.337 1.877
H -0.921 2.190 0.239
```

ΔE to the lowest compared entry with this formula, charge and spin in eV: 2.7708
HOMO-LUMO gap in eV: 8.65
SMILES: C=S(=O)(O)O.CN(C)C=O

=====

ORCA calculation (ωB97M-V with the def2-TZVPD basis set) on C4H11NOS in the gas phase in a non-equilibrium geometry.

```
18
C4H11NOS, DFT ωB97M-V with the def2-TZVPD basis set
C 1.406 -0.784 0.624
C 0.725 0.122 -0.377
C 1.180 1.533 -0.042
S -1.127 0.198 0.071
C -1.393 -1.543 -0.492
N -1.931 1.252 -0.699
O -1.285 0.143 1.510
H 1.040 -0.687 1.562
H 1.241 -1.920 0.331
H 2.398 -0.476 0.610
H 0.853 -0.054 -1.448
H 1.161 2.118 -0.916
H 2.197 1.573 0.513
H 0.437 2.085 0.643
H -2.480 -1.731 -0.764
H -0.876 -1.651 -1.429
H -1.105 -2.042 0.333
H -2.441 1.863 -0.031
```

ΔE to the lowest compared entry with this formula, charge and spin in eV: 3.4797
HOMO-LUMO gap in eV: 10.08
SMILES: CC(C)[S@](C)(=N)=O

=====

no.,electronic energy (Ha)
1,-762.30726
2,-762.25654
3,-762.41704
4,-762.43379
5,-439.41679
6,-439.38932
7,-439.45829
8,-439.47172
9,-439.09226
10,-728.86233
11,-912.78468
12,-687.08146